# 1
DFT (ωB97M-V/def2-TZVPD) results for a cluster of 3 separate species, C9H24NO6S3 in total.

Calculated values
HOMO level: -12.29 eV
Orbital gap: 7.861 eV
Max |F|: 0.022 Eh/bohr
2S+1: 1
Net charge: +1

CARTESIAN COORDINATES (ANGSTROEM)
C  -1.31052  2.72700  -2.67667
C  -0.06968  2.76813  -1.82811
N  0.14789  1.87249  -0.96409
C  0.87256  3.92638  -2.15196
S  1.76432  4.45340  -0.67215
H  -1.41156  1.71678  -3.06536
H  -1.25461  3.40759  -3.51970
H  -2.18524  2.93419  -2.06713
H  1.03759  2.01298  -0.48160
H  1.64567  3.59759  -2.84827
H  0.37183  4.77776  -2.59908
H  2.65151  5.34443  -1.13798
H  0.87904  5.24407  -0.04519
O  0.09108  -1.39377  2.82515
S  -0.54863  -0.69868  3.89965
O  -1.96974  -0.73655  4.01868
O  -0.07379  0.82733  3.82182
C  -0.21768  1.44838  2.53425
C  -1.65147  1.83134  2.21853
C  0.18792  -1.10922  5.43895
H  0.19387  0.78564  1.76935
H  0.41070  2.33964  2.57777
H  -2.28110  0.95165  2.10372
H  -1.68646  2.39845  1.28625
H  -2.07125  2.43627  3.02167
H  1.26755  -1.04394  5.34230
H  -0.11706  -2.12835  5.66542
H  -0.18500  -0.42560  6.19640
O  -0.99102  -4.07061  -3.27315
S  0.17945  -4.33059  -2.49329
O  0.07819  -5.08994  -1.28921
O  0.88847  -2.93830  -2.18153
C  0.06660  -1.90749  -1.58963
C  -0.19095  -2.12271  -0.11240
C  1.44429  -5.00993  -3.50699
H  -0.86372  -1.82656  -2.15497
H  0.62802  -0.98705  -1.74793
H  -0.81060  -3.00074  0.05938
H  -0.70440  -1.25772  0.30405
H  0.74354  -2.26790  0.42461
H  1.53519  -4.40963  -4.40720
H  1.13662  -6.02396  -3.75120
H  2.37264  -5.02225  -2.94315

---

# 2
DFT (ωB97M-V/def2-TZVPD) results for a structure of composition C9H24O7V.

Calculated values
HOMO level (alpha / beta): -6.66 / -6.88 eV
Orbital gap (alpha / beta): 6.391 / 6.603 eV
Max |F|: 0.045 Eh/bohr
2S+1: 4
Expectation value of S²: 3.757

CARTESIAN COORDINATES (ANGSTROEM)
V  -28.41513  4.90710  16.05036
C  -27.86546  2.73789  14.84886
O  -27.55401  1.69860  14.23248
O  -26.98281  3.45462  15.51474
O  -29.07110  3.22343  14.93102
C  -27.89318  6.14001  11.92708
C  -27.24997  6.03807  13.29464
O  -28.18441  6.39363  14.35229
H  -28.82415  5.58296  11.84152
H  -27.15901  5.74934  11.21976
H  -28.11026  7.17505  11.64546
H  -26.35784  6.67138  13.33890
H  -26.92210  5.02549  13.53542
H  -28.56359  7.23054  14.06410
C  -29.54697  4.75667  19.83457
C  -29.54085  3.47253  19.04344
O  -28.84657  3.64385  17.80786
H  -30.15564  5.50098  19.31279
H  -28.57867  5.06793  20.20990
H  -30.20633  4.61176  20.70125
H  -30.54860  3.09780  18.84832
H  -29.02029  2.69963  19.61670
H  -28.63153  2.77745  17.42576
C  -32.15171  4.80783  16.35998
C  -31.32853  6.01154  15.95135
O  -30.13462  6.11636  16.75354
H  -32.89984  4.58578  15.59936
H  -32.66267  4.92005  17.31560
H  -31.46743  3.95725  16.41182
H  -31.88290  6.95246  16.06245
H  -31.11628  6.01983  14.88128
H  -30.24333  6.86181  17.34458
C  -25.99211  7.19042  18.97687
C  -27.04086  7.25720  17.87854
O  -26.91940  6.07205  17.03030
H  -26.11642  8.03022  19.66711
H  -24.95609  7.24153  18.64490
H  -26.15330  6.26497  19.53094
H  -26.80950  8.06782  17.17877
H  -28.04829  7.27792  18.27785
H  -26.02571  6.08203  16.67108